Record 1
C31H69N8O20P5 | the ωB97M-V functional and the def2-TZVPD basis

The multiplicity is 1. As for the total charge: 0. Its gap between HOMO and LUMO is 0.3924 hartree. The HOMO energy comes out at -10.308 eV. The value obtained for the LUMO energy is 0.369 eV. For the energy above the lowest of the compared OMol25 structures with the same formula, charge and spin, the calculation gives 0.0 kcal per mole.

Positions of all 133 atoms, in Å:
C 5.30859 -0.67320 -1.21485
C 5.80542 -0.28994 0.05718
N 6.01982 0.05568 1.14969
H 4.68570 0.14794 -1.53861
H 4.70734 -1.58328 -1.22888
H 6.10020 -0.70064 -1.98239
C 4.62107 -1.92394 3.53446
C 3.56297 -1.59879 4.51781
N 2.76340 -1.39950 5.36269
H 4.23191 -2.57178 2.73011
H 5.47356 -2.33315 4.05814
H 4.99847 -0.99884 3.08626
C 0.84015 -4.21562 -2.24515
C 1.99437 -3.37987 -2.30505
N 2.85602 -2.65228 -2.44619
H 0.93663 -5.06017 -2.93512
H -0.05666 -3.84171 -2.64068
H 0.66176 -4.58909 -1.30416
C -3.09732 -5.96239 -4.27079
C -2.79352 -5.94396 -2.80818
N -2.37406 -6.02126 -1.72028
H -4.10666 -6.36919 -4.56649
H -2.39221 -6.69239 -4.66475
H -2.86172 -5.08215 -4.80823
C 6.47525 2.99241 1.79562
C 5.59942 3.33650 0.66628
N 4.92260 3.68297 -0.19126
H 6.55515 1.91477 1.93896
H 6.03452 3.36696 2.77700
H 7.46010 3.40046 1.52899
C 1.40773 4.84368 2.75461
C 2.53718 4.01196 3.22199
N 3.39015 3.27292 3.47922
H 1.28024 5.76032 3.24803
H 0.51525 4.26567 2.89600
H 1.58798 4.97488 1.70314
C 2.04072 4.44945 -1.88215
C 0.85075 3.69383 -1.56604
N -0.17939 3.19975 -1.43968
H 2.97673 4.06937 -1.42987
H 1.99170 5.46440 -1.43459
H 2.14204 4.44209 -2.97498
C 1.66347 2.23563 6.34915
C 0.56419 2.99105 5.77252
N -0.24149 3.61329 5.23112
H 2.62416 2.49242 5.97192
H 1.49217 1.15113 6.30447
H 1.59119 2.33833 7.41814
C -2.74779 3.01775 1.28459
O -3.62041 2.09918 0.48247
P -5.09298 1.81383 0.81717
O -5.62009 2.17885 2.11892
O -5.92825 2.52492 -0.30694
C -5.75599 2.16338 -1.65167
O -5.09451 0.25998 0.44762
C -4.64662 -0.55091 1.49225
H -2.34857 2.38683 2.06427
H -3.36192 3.79037 1.68053
H -1.96724 3.27467 0.57104
H -5.82503 1.09049 -1.86264
H -4.76479 2.51767 -1.94347
H -6.50213 2.71865 -2.25662
H -4.38837 -0.01655 2.42881
H -3.76068 -1.03401 1.10161
H -5.43670 -1.23186 1.66276
C 1.24455 0.31565 -0.99924
O 0.81049 -1.03305 -0.71447
P 1.40526 -1.66921 0.62178
O 2.82430 -1.87267 0.64883
O 0.80494 -0.82301 1.89078
C 1.56864 0.15318 2.70226
O 0.62672 -3.03763 0.62267
C -0.77407 -3.21644 0.69472
H 2.26497 0.55784 -0.73639
H 0.48393 1.04842 -0.59991
H 1.12231 0.42716 -2.11510
H 2.63909 0.00248 2.48846
H 1.28155 0.04251 3.73742
H 1.32579 1.15608 2.30797
H -1.14737 -3.08963 1.65036
H -1.07637 -4.19115 0.42287
H -1.31407 -2.56018 0.05500
C -4.79836 -3.12286 -2.07373
O -3.76164 -2.22080 -1.72215
P -2.87420 -1.74857 -2.99600
O -2.14327 -2.78824 -3.71432
O -3.97819 -0.95616 -3.84910
C -3.71466 -0.50484 -5.20295
O -1.83723 -0.65868 -2.45107
C -2.28719 0.61598 -1.82868
H -4.98231 -3.76924 -1.30575
H -4.63655 -3.78200 -2.91776
H -5.70824 -2.58653 -2.28114
H -2.80718 0.11914 -5.16304
H -4.56364 0.16857 -5.45184
H -3.65513 -1.28940 -5.98186
H -3.33784 0.60879 -1.63769
H -1.98502 1.39753 -2.43174
H -1.66139 0.65790 -0.90247
C 0.76827 -0.74941 -4.97654
O 1.28386 0.49429 -5.52096
P 2.72170 0.65903 -6.06760
O 2.79471 1.79084 -7.00746
O 3.59705 0.57525 -4.71497
C 3.78223 1.85870 -4.12014
O 3.10296 -0.79788 -6.63823
C 4.50021 -0.87429 -7.08501
H 1.60276 -1.30222 -4.52546
H 0.27863 -1.28962 -5.77533
H -0.02543 -0.54426 -4.25102
H 4.78478 1.85509 -3.73954
H 3.02289 2.11383 -3.37093
H 3.75186 2.61876 -4.92681
H 4.55928 -1.33709 -8.03650
H 4.94523 -1.47409 -6.30372
H 4.96701 0.08733 -7.13711
C -4.03937 -1.10268 6.52300
O -2.84168 -0.55932 6.80453
P -2.00754 -0.11693 5.49226
O -0.86266 0.57528 6.06709
O -2.94936 0.75792 4.62124
C -3.17826 2.12457 4.92243
O -1.71904 -1.22025 4.48761
C -0.59541 -2.08018 4.52411
H -4.54429 -0.75597 5.63752
H -4.71591 -0.94757 7.32954
H -3.89584 -2.20041 6.42188
H -3.86284 2.08134 5.74442
H -3.70705 2.46271 4.04576
H -2.30068 2.68560 5.04625
H -0.91018 -3.05261 4.97477
H 0.15937 -1.78848 5.19816
H -0.13090 -2.18615 3.50418

Atoms 1-2, force components in eV/Å:
0.2 0.0 -1.8
0.2 0.6 3.3

These are the Löwdin partial charges, in e, on atoms 1 to 4: number 1, C, carries -0.07; number 2, C, carries -0.23; number 3, N, carries 0.15; number 4, H, carries 0.07

***

Record 2
C31H72BBrClKN5NaO10S | the ωB97M-V functional and the def2-TZVPD basis

The multiplicity is 1. As for the total charge: 0. Its gap between HOMO and LUMO is 0.0491 hartree. The HOMO energy comes out at -5.230 eV. The value obtained for the LUMO energy is -3.894 eV.

Positions of all 124 atoms, in Å:
N 1.89447 -1.33498 2.57823
C 2.91973 -2.32065 2.10543
C 4.08117 -1.69590 1.17846
O 4.02907 -0.25409 1.03911
C 4.24384 -2.46401 -0.25568
C 2.84907 -2.71988 -1.00075
C 2.51809 -4.23690 -1.54369
B 2.82968 -5.50482 -0.57601
O 2.57393 -6.83807 -1.12903
O 3.37424 -5.44766 0.75432
N 2.77827 -4.49988 -3.00466
C 2.98738 -3.09713 -3.57995
C 2.59612 -2.83055 -5.10848
C 1.01927 -2.69856 -5.36789
C 0.73818 -1.24415 -6.07157
C -0.77885 -0.79401 -5.84134
C -0.95697 0.77583 -5.45753
C -1.13220 0.92482 -3.84715
C -1.89470 2.26598 -3.38444
C -1.86790 2.49510 -1.77398
C -2.37551 1.22193 -0.93952
C -2.11079 1.37546 0.66708
C -1.14292 0.17331 1.19164
C -1.91272 -0.98949 1.99920
N -2.01319 -2.24157 1.17490
C -3.24237 -3.03368 1.06606
C -2.93136 -4.21794 0.09545
C -1.43418 -4.14930 -0.40839
C -0.98413 -2.88033 0.35370
C 2.71301 -1.96796 -2.46524
C 1.26912 -1.26298 -2.39239
C 1.24466 -0.02609 -1.36287
C 2.35103 1.04070 -1.82322
S 1.94861 2.77658 -1.24694
H 1.21044 -1.90796 3.11872
H 1.32897 -1.01363 1.76105
H 2.35441 -3.20107 1.63224
H 3.41753 -2.75300 3.05895
H 5.07706 -1.91255 1.72879
H 3.13177 0.05420 0.78900
H 4.84870 -3.40859 -0.02480
H 4.89393 -1.79061 -0.91819
H 1.87853 -2.51951 -0.40268
H 1.35427 -4.22100 -1.52504
H 1.73075 -7.20220 -0.77431
H 2.71980 -5.71582 1.43635
H 2.10170 -5.09421 -3.52446
H 3.71447 -4.95164 -3.08777
H 4.14825 -3.08157 -3.63371
H 2.95295 -3.76170 -5.70454
H 3.11785 -1.93530 -5.58652
H 0.38107 -2.80102 -4.40595
H 0.59790 -3.48074 -6.09905
H 1.44043 -0.50939 -5.50948
H 1.06861 -1.32160 -7.16179
H -1.44660 -1.07054 -6.73392
H -1.19611 -1.39563 -4.93893
H 0.05638 1.28695 -5.68733
H -1.81314 1.27398 -6.03251
H -1.75902 0.04157 -3.46945
H -0.07005 0.97092 -3.42839
H -1.33643 3.18529 -3.91636
H -2.96722 2.27810 -3.80630
H -2.52709 3.42143 -1.56846
H -0.79245 2.79915 -1.49647
H -3.52332 1.17803 -1.04557
H -1.97062 0.23445 -1.35312
H -3.08461 1.40962 1.26361
H -1.48046 2.34100 0.76700
H -0.62886 -0.23965 0.26082
H -0.30993 0.55463 1.89257
H -1.38814 -1.27031 2.98910
H -2.97694 -0.65382 2.30635
H -4.23572 -2.83737 1.58511
H -3.62550 -5.05223 -0.23722
H -0.83039 -4.78890 -1.12272
H 0.03046 -2.33837 0.36548
H 3.62423 -1.27678 -2.58314
H 0.43049 -2.03246 -2.20979
H 1.08060 -0.80373 -3.43963
H 1.34390 -0.39771 -0.28640
H 0.22334 0.48331 -1.45894
H 2.29556 1.08263 -2.98148
H 3.41270 0.70138 -1.57017
H 2.24198 3.56444 -2.36797
Br -1.65027 -6.39390 0.74929
C -3.70102 0.18594 7.54662
C -3.39473 0.77223 6.17998
O -3.89954 -0.00409 5.10213
C -5.31101 -0.19555 5.06839
C -6.09576 1.10143 4.96999
H -3.29718 -0.82800 7.62592
H -3.26080 0.80286 8.33372
H -4.77451 0.12448 7.73167
H -2.30657 0.81617 6.05204
H -3.75585 1.80155 6.10385
H -5.63205 -0.78647 5.93155
H -5.52172 -0.80355 4.18439
H -5.92857 1.74834 5.83481
H -7.16614 0.89387 4.90945
H -5.79724 1.66231 4.07901
C -2.62561 3.73717 8.26347
O -1.89801 2.66649 8.84376
H -3.64597 3.40401 8.06194
H -2.65107 4.58220 8.95547
H -2.14948 4.03692 7.32491
H -1.00161 2.98695 9.01172
N 3.58565 5.27430 -4.17519
H 3.44205 5.54001 -3.18790
H 4.22496 5.94109 -4.61686
H 3.98726 4.33430 -4.22092
H 2.68695 5.28586 -4.66628
O 1.29585 0.57701 -8.40061
H 0.99141 0.37746 -9.28223
K -2.73897 2.98668 5.16650
N 4.26280 7.23772 -0.84158
O 4.73040 8.00481 -1.70462
O 4.65837 7.30167 0.32975
O 3.38914 6.39815 -1.16258
Na -3.26388 6.30591 5.92825
O -0.17600 7.63482 7.39102
H 0.54816 7.18371 7.84293
H -0.31338 8.43619 7.91203
Cl -2.27360 4.44935 -3.66117

Atoms 1-2, force components in eV/Å:
-0.5 -0.6 -0.6
0.0 -0.8 0.7

These are the Löwdin partial charges, in e, on atoms 1 to 4: number 1, N, carries -0.02; number 2, C, carries -0.21; number 3, C, carries -0.30; number 4, O, carries -0.06

***

Q: What is the formula in the first record?
A: C31H69N8O20P5